Arrangement P

The following is a quantum chemistry calculation of a 2-piece molecular cluster, C3H5O3 overall, from OMol25.

Output
- LUMO energy (eV) = 4.032
- net charge = -1
- frontier orbital gap (eV) = 8.602
- HOMO energy (eV) = -4.6

Atoms and positions in Å:
C1 1.370 -2.216 -2.157
C2 0.301 -1.627 -1.493
O1 0.119 -1.558 -0.154
H1 1.145 -2.742 -3.046
H2 2.413 -1.986 -1.859
H3 -0.590 -1.417 -2.070
H4 -0.213 -0.705 0.203
O2 -0.478 0.941 0.500
C3 -0.946 1.869 1.320
O3 -0.289 2.675 2.085
H5 -1.913 2.240 1.303


Arrangement Q

The following is a quantum chemistry calculation of a 2-piece molecular cluster, C3H5O3 overall, from OMol25.

Output
- LUMO energy (eV) = 4.329
- net charge = -1
- frontier orbital gap (eV) = 8.526
- HOMO energy (eV) = -4.2

Atoms and positions in Å:
O1 1.164 0.610 2.065
C1 0.662 0.456 0.961
C2 1.335 -0.488 -0.060
H1 -0.111 1.136 0.532
H2 1.686 0.080 -0.939
H3 0.560 -1.220 -0.332
H4 2.157 -0.832 0.596
O2 -1.852 -0.223 0.530
C3 -1.867 0.068 -0.697
O3 -0.944 0.567 -1.391
H5 -2.790 -0.155 -1.264


The least stable of the structures above is arrangement P, whereas arrangement Q is the most stable.